1.
Molecular formula: CH30O15
Method: DFT, the ωB97M-V functional and the def2-TZVPD basis

The geometry in XYZ format:
```
46
Properties=species:S:1:pos:R:3:forces:R:3
O 2.129 -1.221 -3.389 -0.8 -0.2 -1.6
O -1.412 0.032 1.750 0.1 0.1 -1.2
O -2.046 1.978 -2.035 -0.1 0.7 -0.6
O -1.787 -3.585 1.245 2.8 1.1 1.8
O 1.161 -1.476 0.391 1.1 0.4 -0.6
O -0.510 0.222 4.408 0.0 0.2 0.4
O -0.132 2.541 -3.154 -0.6 0.5 -0.3
O 3.598 -0.771 -0.948 -0.3 0.2 -0.1
O -3.516 -0.428 0.071 -0.2 1.4 0.2
O 2.170 1.611 -0.441 -0.2 0.3 0.2
O 0.055 -2.035 2.833 0.3 -0.4 -0.4
O 1.296 2.193 3.914 1.0 1.0 -0.7
O -0.111 -3.243 -2.323 0.1 0.9 -0.6
O -2.180 -1.483 -2.476 -0.8 -0.1 0.9
O 1.379 3.330 1.479 0.4 1.0 -0.9
C -1.555 2.655 -3.207 1.1 1.1 2.4
H -1.994 2.198 -4.028 -0.2 -1.2 -1.7
H 0.132 3.248 -2.540 0.1 -0.3 -0.5
H -1.022 0.326 3.598 -0.1 0.2 -0.2
H 1.966 2.333 0.201 0.0 -0.4 0.3
H 4.348 -0.489 -0.402 -0.5 0.2 -0.3
H 1.140 -2.140 -0.295 -1.4 -1.2 -0.4
H 0.684 -1.909 2.065 -0.8 -0.5 0.6
H 2.349 2.126 -1.220 0.2 0.2 -0.8
H 1.151 2.653 2.101 -0.5 -0.9 1.1
H 1.909 3.904 2.046 0.0 0.1 -0.3
H -0.083 -0.627 4.254 0.1 -0.3 0.0
H 2.048 -1.187 0.089 0.1 0.7 1.0
H 2.924 -1.738 -3.357 0.6 -0.3 0.1
H 0.459 -2.628 -2.849 -0.6 -0.8 0.5
H -1.151 -0.900 1.893 0.3 0.1 0.2
H -1.980 -4.225 0.607 -1.5 -0.9 -1.3
H 2.013 -0.888 -2.523 -0.1 0.4 1.3
H 1.692 2.688 4.627 0.1 0.1 0.3
H 3.033 0.017 -1.128 1.0 -0.2 0.7
H -1.583 -0.795 -2.764 0.1 0.5 0.1
H -1.026 -2.863 -2.433 1.0 -0.2 0.2
H -0.326 -2.935 2.780 0.5 0.6 -0.3
H -1.818 3.746 -3.297 0.0 -0.8 0.7
H -1.267 1.901 -1.468 -0.2 0.0 0.0
H 0.707 1.560 4.297 -1.1 -1.2 0.6
H -1.002 0.235 0.879 -0.1 -0.1 0.9
H -2.893 -0.166 0.789 -0.2 -0.5 -0.2
H -2.415 -3.006 1.647 -1.4 -0.2 -0.5
H -3.974 0.432 -0.082 0.3 -1.1 -0.2
H -2.561 -1.192 -1.605 0.3 -0.1 -0.9
```
Positions in Å, forces in eV/Å.

* Kohn-Sham gap: 10.435 eV
* E_HOMO: -10.382 eV

From a natural (NBO) analysis of the wavefunction, the atomic charges in e read: -0.9374 -0.9880 -0.7379 -0.9930 -0.9842 -0.9856 -0.7186 -0.9881 -0.9886 -1.0015 -1.0263 -0.9972 -1.0069 -0.9763 -0.9681 0.2283 0.1599 0.4663 0.4949 0.5121 0.4940 0.4934 0.5226 0.4637 0.5107 0.4811 0.5005 0.4951 0.4812 0.4759 0.5117 0.5015 0.4626 0.4729 0.5016 0.4765 0.5013 0.5046 0.1295 0.4728 0.5110 0.4941 0.4906 0.4953 0.4774 0.5145

2.
Molecular formula: CH31MnO18
Method: DFT, the ωB97M-V functional and the def2-TZVPD basis

The geometry in XYZ format:
```
51
Properties=species:S:1:pos:R:3:forces:R:3
Mn 0.612 -2.995 -0.120 0.5 1.0 0.4
O 2.426 0.808 0.713 0.5 -1.0 0.5
O 0.113 2.419 -2.421 0.5 0.6 0.0
O -1.870 -2.049 -2.462 0.0 -0.1 -0.9
O -0.035 3.739 0.011 -0.1 -0.4 0.2
O 0.425 0.252 -3.890 0.3 -0.5 -0.4
O -3.229 0.105 -0.866 1.3 0.8 -1.7
O -0.665 -1.325 0.476 -2.7 -2.5 4.3
O -1.799 1.814 1.777 0.7 -0.6 -0.1
O -2.342 3.446 -1.256 -0.4 -0.2 1.0
O -2.066 -1.954 2.738 0.6 -0.3 0.2
O 0.533 -1.130 -1.239 0.5 1.0 0.7
O 0.276 0.006 2.822 0.4 -0.1 0.2
O 2.105 -3.304 -1.773 -0.9 0.4 -0.6
O 2.178 -1.930 0.981 -0.5 -0.8 -0.2
O -0.506 -3.841 1.668 1.3 -1.1 -0.2
O 3.078 -0.498 -1.514 1.8 -0.2 0.7
O 0.703 2.705 2.619 -0.3 2.3 -0.5
O -0.280 0.757 -0.232 1.2 -2.1 -1.1
C -0.113 -0.567 -0.264 1.7 2.2 -5.0
H 2.672 -2.152 1.765 0.4 -0.1 0.3
H 1.317 3.251 3.127 -0.1 -0.4 0.0
H 0.942 1.803 2.651 0.7 -2.0 0.6
H -2.999 3.420 -0.538 0.0 0.0 -0.7
H -0.215 -4.344 2.438 0.7 -1.1 -0.5
H -1.509 3.421 -0.743 -0.4 0.3 -0.5
H 3.450 0.014 -2.225 -0.1 0.3 -0.5
H -0.886 2.095 1.924 0.1 0.1 0.8
H 2.354 -0.995 0.781 0.0 0.5 0.2
H 0.284 3.590 0.900 0.4 0.2 0.5
H -2.841 -2.431 3.026 -0.6 0.0 0.2
H 2.082 1.697 0.710 -0.2 0.3 -0.4
H -0.698 0.990 0.587 -1.2 0.7 1.0
H 0.186 1.578 -2.888 -0.3 0.0 0.0
H 0.708 -0.820 3.065 0.1 0.2 0.1
H -0.442 -0.291 2.261 -0.4 -0.1 0.1
H 1.952 -2.888 -2.662 0.2 -0.4 1.2
H -0.219 2.216 -1.546 0.1 0.0 -0.3
H -3.641 -0.407 -0.225 -1.6 -1.4 1.9
H 2.747 0.539 -0.170 0.1 0.7 -0.2
H -2.327 0.163 -0.540 0.0 0.6 -0.2
H -2.480 -1.574 -1.904 -0.7 0.8 0.2
H -2.196 2.674 1.823 -1.0 0.6 -0.2
H -0.954 -3.203 2.218 -1.4 2.1 0.0
H 2.149 -0.656 -1.609 -1.4 0.1 -0.6
H -1.380 -2.576 -1.852 0.4 -0.6 0.4
H 2.445 -4.177 -1.949 0.4 -0.6 -0.3
H 1.323 0.428 -4.182 0.1 0.1 -0.2
H 0.390 4.502 -0.370 0.3 0.3 -0.2
H -2.198 -1.698 1.822 -0.2 0.2 -0.2
H 0.461 -0.619 -3.484 -0.4 0.0 0.1
```
Positions in Å, forces in eV/Å.

* multiplicity: 6
* Kohn-Sham gap (spin up / spin down): 7.482 / 7.068 eV
* net charge: +1
* <S²>: 8.752
* E_HOMO (spin up / spin down): -11.726 / -11.726 eV

From a natural (NBO) analysis of the wavefunction, the atomic charges in e read: 1.6775 -1.0173 -0.9836 -0.9104 -0.9776 -0.9150 -0.9013 -0.8335 -0.9601 -0.9454 -0.9522 -0.8742 -0.9556 -0.9784 -1.0276 -1.0083 -0.9833 -1.0011 -0.6707 1.0125 0.5102 0.5092 0.5119 0.4453 0.5057 0.4734 0.4953 0.4788 0.5439 0.4938 0.4965 0.5034 0.5150 0.4770 0.4753 0.4848 0.5289 0.4694 0.4537 0.5027 0.4576 0.4887 0.4950 0.5176 0.4973 0.4157 0.5085 0.4712 0.5048 0.4968 0.4782

3.
Molecular formula: CH34O16
Method: DFT, the ωB97M-V functional and the def2-TZVPD basis

The geometry in XYZ format:
```
51
Properties=species:S:1:pos:R:3:forces:R:3
O 2.461 1.505 -0.523 0.8 0.0 0.6
O 2.671 -2.390 -0.694 -1.2 1.1 -0.5
O -0.433 2.912 -2.898 0.8 0.3 0.0
O -1.683 -2.484 -1.658 -0.4 -1.9 -1.4
O -3.074 1.015 -1.184 0.8 -1.0 -1.6
O 2.485 0.916 3.481 0.2 -0.7 -0.2
O -3.914 -1.459 -0.559 1.0 -0.5 -1.3
O -1.429 -0.637 2.985 -0.1 0.1 -0.4
O 0.773 -1.934 2.097 1.4 0.6 0.1
O 1.184 0.833 -2.819 -0.4 -0.1 1.0
O 0.258 -3.362 -0.125 -2.8 -1.5 -0.7
O -1.356 -0.113 -2.887 -1.4 -0.3 -0.4
O -0.141 3.295 -0.242 0.5 -3.6 -0.7
O -1.290 1.023 0.632 -0.2 0.8 0.5
O -0.032 1.764 3.264 2.1 1.7 1.7
O 2.873 -0.483 1.211 0.0 -0.8 0.2
C -0.282 0.165 0.110 -0.9 -0.6 0.3
H 3.405 -2.953 -0.570 1.3 -0.8 0.3
H 3.065 1.658 3.619 0.2 0.4 0.1
H 0.559 0.287 0.787 0.0 -0.3 -0.2
H -0.501 4.026 0.150 -1.2 3.5 1.4
H 1.116 -2.482 2.818 0.0 0.2 -0.2
H 2.812 -0.009 2.058 0.3 0.4 0.6
H 1.073 -3.150 -0.511 2.4 0.5 -1.2
H -0.957 -2.743 -1.012 0.0 -0.4 -0.3
H 2.738 0.208 0.546 0.0 0.8 -0.5
H -3.562 0.177 -0.978 0.0 0.5 0.2
H 0.298 -2.910 0.696 0.1 0.7 1.8
H -3.962 -1.728 0.347 0.0 -0.2 0.8
H -1.844 -3.290 -2.257 0.5 1.8 1.5
H -0.690 -0.889 0.132 0.8 1.1 -0.2
H 1.549 -1.319 1.806 -1.1 -1.1 0.3
H -1.425 -1.023 -2.524 0.2 0.2 -0.1
H -2.469 0.657 -1.957 -1.0 0.8 1.5
H 2.119 1.182 -1.363 -0.3 0.0 -0.5
H 1.576 1.259 3.373 -0.3 0.3 0.1
H -2.067 1.095 -0.007 0.0 -0.4 -0.2
H -0.735 2.572 0.141 0.9 0.1 -0.5
H -1.688 -0.149 2.173 0.1 -0.3 0.5
H -1.218 2.382 -2.875 -1.0 -0.5 -0.3
H -0.638 -1.153 2.710 -0.4 0.3 0.1
H -0.331 1.849 2.398 -1.0 0.3 -2.6
H 1.902 2.234 -0.251 -0.3 0.3 0.0
H -0.443 0.152 -2.871 1.0 -0.1 0.0
H -3.091 -1.912 -0.952 -1.2 0.5 0.7
H 0.701 1.685 -2.926 -0.1 0.4 -0.3
H 2.747 -1.657 -0.051 0.3 -0.5 0.0
H 1.708 0.700 -3.584 0.8 -0.2 -1.2
H -0.323 3.163 -1.960 0.0 0.3 0.1
H -0.504 1.030 3.586 -1.3 -2.0 0.8
H 0.010 0.488 -0.886 0.0 -0.4 0.1
```
Positions in Å, forces in eV/Å.

* Kohn-Sham gap: 11.032 eV
* E_HOMO: -10.773 eV

From a natural (NBO) analysis of the wavefunction, the atomic charges in e read: -0.9878 -0.9812 -0.9621 -1.0179 -1.0188 -0.9916 -0.9918 -1.0063 -1.0129 -0.9979 -0.9745 -1.0046 -0.9906 -0.8384 -0.9544 -1.0310 -0.2577 0.4778 0.4810 0.1788 0.4772 0.4934 0.5200 0.5003 0.5231 0.5138 0.5106 0.4977 0.4796 0.5032 0.1712 0.5172 0.5101 0.5004 0.5044 0.5072 0.5179 0.5028 0.4833 0.4824 0.4938 0.4811 0.4963 0.4946 0.5069 0.5096 0.5044 0.4925 0.5031 0.5038 0.1796

4.
Molecular formula: CH3BF2O2
Method: DFT, the ωB97M-V functional and the def2-TZVPD basis

The geometry in XYZ format:
```
9
Properties=species:S:1:pos:R:3:forces:R:3
F -1.884 -0.381 -2.008 -0.1 0.4 -0.2
F -1.793 -2.034 -0.604 0.0 -0.3 0.4
O -0.160 1.208 -0.420 0.0 0.8 -0.5
O -0.023 -0.629 1.113 0.1 -0.6 0.7
C -1.044 -1.042 -1.163 0.5 0.0 -0.1
B -0.366 -0.064 -0.053 -0.5 -0.6 -0.6
H -0.293 -1.542 -1.799 -0.1 0.1 0.1
H 0.240 1.815 0.204 0.1 0.0 0.1
H 0.381 -0.088 1.793 0.1 0.1 0.0
```
Positions in Å, forces in eV/Å.

* Kohn-Sham gap: 11.194 eV
* SMILES: OB(O)C(F)F
* E_HOMO: -11.153 eV

From a natural (NBO) analysis of the wavefunction, the atomic charges in e read: -0.3501 -0.3502 -0.8714 -0.8717 0.2966 1.0283 0.1320 0.4933 0.4933

5.
Molecular formula: CH3Br
Method: DFT, the ωB97M-V functional and the def2-TZVPD basis

The geometry in XYZ format:
```
5
Properties=species:S:1:pos:R:3:forces:R:3
Br -2.271 0.000 0.001 1.1 -0.1 0.0
C -0.231 -0.001 -0.008 -1.1 -1.5 1.7
H -0.004 0.455 1.019 0.1 -0.8 -1.9
H -0.007 0.599 -0.866 0.4 0.3 -0.1
H 0.094 -1.106 -0.128 -0.5 2.1 0.3
```
Positions in Å, forces in eV/Å.

* Kohn-Sham gap: 10.887 eV
* SMILES: CBr
* E_HOMO: -10.187 eV

From a natural (NBO) analysis of the wavefunction, the atomic charges in e read: -0.0794 -0.6023 0.2331 0.2180 0.2305

6.
Molecular formula: CH3Br2IOSi
Method: DFT, the ωB97M-V functional and the def2-TZVPD basis

The geometry in XYZ format:
```
9
Properties=species:S:1:pos:R:3:forces:R:3
I -3.262 3.790 -0.991 -0.1 -0.2 0.2
Br -3.522 0.269 0.970 0.0 0.1 0.2
Br 1.443 -2.142 -2.554 0.0 0.0 0.0
Si -2.714 1.373 -0.774 -1.9 0.3 -0.8
O -1.150 1.347 -0.755 1.8 0.0 -0.3
C -0.022 0.951 -1.481 1.7 -2.1 0.8
H 0.858 1.425 -0.966 -0.7 -0.7 -0.5
H 0.070 1.194 -2.550 -0.8 0.3 0.4
H 0.062 -0.232 -1.407 0.0 2.2 -0.1
```
Positions in Å, forces in eV/Å.

* Kohn-Sham gap (spin up / spin down): 8.323 / 4.032 eV
* E_HOMO (spin up / spin down): -9.859 / -7.955 eV

From a natural (NBO) analysis of the wavefunction, the atomic charges in e read: -0.2389 -0.3122 -0.0203 1.1867 -0.9581 -0.2263 0.2037 0.1959 0.1694